1.
The following is a quantum chemistry calculation of an isolated ion of composition C4H7IN and charge +1 at a distorted geometry, from the OMol25 dataset.

Results
ΔE to the lowest compared entry with this formula, charge and spin	268.20	kJ/mol
energy	-508.7016	hartree
net charge	+1
SMILES string	C#C[C@](C)([NH3+])I

Last column: Löwdin charge in e.
Element x y z (Å)
C (-0.1287, -2.3908, -0.1324)  0.189
C (0.1818, -1.2614, 0.0997)  -0.272
C (0.5068, 0.1127, 0.1484)  -0.854
C (-0.3521, 0.8120, 1.2151)  -0.082
N (-0.1147, 0.7273, -1.2331)  0.200
I (2.6818, 0.2306, -0.0254)  0.970
H (-0.3456, -3.4725, -0.0583)  0.090
H (-0.5665, 1.9335, 1.1865)  0.115
H (-1.3323, 0.4243, 1.1356)  0.068
H (0.1696, 0.5741, 2.2613)  0.152
H (-1.0437, 0.4072, -1.3036)  0.134
H (-0.0089, 1.6891, -1.2697)  0.117
H (0.3527, 0.2138, -2.0244)  0.170

2.
The following is a quantum chemistry calculation of C33H29CoN5O8S as an isolated structure, from the OMol25 dataset.

Results
<S²>	3.757
ΔE to the lowest compared entry with this formula, charge and spin	15.09	kJ/mol
multiplicity	4
energy	-3931.7328	hartree
net charge	0

Last column: Löwdin spin population.
Element x y z (Å)
Co (-1.0514, 0.2987, -0.4445)  2.754
C (-2.1086, 2.6007, -4.0574)  0.001
C (-2.0666, 3.9057, -3.5948)  0.000
C (-1.8852, 4.1427, -2.2429)  0.001
C (-1.7437, 3.0587, -1.3957)  0.003
N (-1.8052, 1.8020, -1.8423)  0.033
C (-1.9724, 1.5740, -3.1391)  0.003
C (-1.4974, 3.1860, 0.0740)  0.003
C (-1.3124, 4.3779, 0.7535)  0.001
C (-1.1212, 4.3226, 2.1262)  -0.001
C (-1.1126, 3.1049, 2.7840)  0.001
C (-1.2663, 1.9569, 2.0237)  0.002
N (-1.4610, 2.0244, 0.7153)  0.031
C (-1.1873, 0.5621, 2.5544)  0.002
C (-0.9333, 0.2727, 3.8846)  0.001
C (-0.8687, -1.0574, 4.2706)  -0.001
C (-1.0602, -2.0496, 3.3245)  0.001
C (-1.2890, -1.6729, 2.0103)  0.002
N (-1.3456, -0.3999, 1.6376)  0.033
H (-2.2328, 2.3764, -5.1072)  0.000
H (-2.1595, 4.7360, -4.2824)  0.000
H (-1.8340, 5.1522, -1.8630)  0.000
H (-1.9875, 0.5312, -3.4333)  0.000
H (-1.2919, 5.3220, 0.2301)  0.000
H (-0.9579, 5.2346, 2.6846)  0.000
H (-0.9270, 3.0530, 3.8451)  0.000
H (-0.7568, 1.0645, 4.5978)  0.000
H (-0.6613, -1.3113, 5.3018)  0.000
H (-1.0159, -3.0971, 3.5875)  0.000
H (-1.4116, -2.4052, 1.2195)  0.000
C (1.7708, -5.3442, -2.9652)  0.000
O (0.3852, -5.6233, -2.8703)  0.000
C (-0.4372, -4.6021, -2.5212)  0.001
C (-1.7989, -4.9554, -2.4029)  0.001
C (-2.6891, -3.9835, -2.0519)  0.000
C (-2.3054, -2.6484, -1.7827)  0.002
C (-3.2892, -1.6791, -1.3500)  0.003
C (-4.7702, -1.8999, -1.5593)  0.002
O (-2.9864, -0.6175, -0.7896)  0.031
C (-0.9247, -2.2895, -1.9251)  0.004
O (-0.4658, -1.1025, -1.7699)  0.035
C (-0.0105, -3.3158, -2.2963)  0.003
H (2.2535, -6.2877, -3.2029)  0.000
H (2.1607, -4.9594, -2.0202)  0.000
H (1.9739, -4.6193, -3.7567)  0.000
H (-2.1008, -5.9754, -2.5907)  0.000
H (-3.7280, -4.2647, -1.9484)  0.000
H (-5.0311, -2.7976, -2.1084)  0.000
H (-5.1440, -1.0332, -2.1058)  0.000
H (-5.2671, -1.9052, -0.5887)  0.000
H (1.0226, -3.0180, -2.3937)  0.000
O (3.6500, 2.9706, 2.4459)  0.000
S (2.5002, 2.1669, 2.7621)  0.000
O (1.6576, 2.5937, 3.8549)  0.001
N (1.6056, 1.8776, 1.4406)  0.004
C (1.5812, 0.5832, 1.1487)  0.005
O (0.9445, 0.0672, 0.2091)  0.031
C (2.4042, -0.2766, 2.0674)  0.001
C (2.5823, -1.6468, 2.0301)  0.000
C (3.3882, -2.2207, 3.0066)  0.000
C (3.9940, -1.4348, 3.9865)  0.000
C (3.8082, -0.0568, 4.0204)  0.000
C (2.9996, 0.4906, 3.0439)  0.000
H (2.1020, -2.2351, 1.2581)  0.000
H (3.5518, -3.2907, 3.0101)  0.000
H (4.6228, -1.9058, 4.7312)  0.000
H (4.2750, 0.5555, 4.7801)  0.000
N (3.6915, 1.3202, -1.4707)  0.000
C (3.1802, 2.6582, -1.2008)  0.000
C (1.7701, 2.8431, -1.7130)  0.000
O (1.2430, 3.9217, -1.8100)  0.000
O (1.1064, 1.7252, -2.0222)  0.003
H (4.0609, 1.2478, -2.4107)  0.000
H (1.6763, 0.9500, -1.8499)  0.000
H (4.4316, 1.0699, -0.8305)  0.000
H (3.7829, 3.4823, -1.5897)  0.000
H (3.0959, 2.7989, -0.1205)  0.000

3.
The following is a quantum chemistry calculation of C27H37 as an isolated structure at a distorted geometry, from the OMol25 dataset.

Results
ΔE to the lowest compared entry with this formula, charge and spin	151.54	kJ/mol
energy	-1050.6763	hartree
net charge	+1

Last column: Löwdin charge in e.
Element x y z (Å)
C (0.9982, 1.9593, 2.3026)  -0.074
C (-0.2483, 1.5445, 1.5768)  -0.059
C (-0.4480, 1.6081, 0.2134)  -0.091
C (-1.5519, 1.0372, -0.4889)  -0.022
C (-1.8078, 0.9627, -1.8850)  -0.004
H (0.9454, 1.7072, 3.3802)  0.088
H (1.9208, 1.4608, 1.9384)  0.102
H (1.1485, 3.0538, 2.2435)  0.102
H (-0.9820, 1.0769, 2.2338)  0.119
H (0.3652, 2.0978, -0.3403)  0.128
H (-2.3774, 0.7180, 0.1824)  0.137
H (-2.8745, 1.0475, -2.1560)  0.107
H (-1.0930, 1.5623, -2.4735)  0.111
C (-1.9603, -0.1216, -10.4429)  -0.050
C (-1.4874, -0.0800, -9.0267)  -0.264
C (-1.0309, -1.2280, -8.3971)  -0.015
C (-0.5566, -1.2269, -7.0901)  -0.206
C (-0.0466, -2.5444, -6.5845)  -0.049
C (-0.5672, -0.0325, -6.3407)  -0.106
C (-0.0409, 0.0439, -4.8939)  -0.316
C (1.4938, -0.1672, -4.8610)  -0.036
C (-0.7602, -0.8182, -3.8493)  -0.151
C (-2.1086, -0.2712, -3.3754)  -0.056
C (-3.1298, -1.3093, -3.0683)  -0.114
C (-4.5191, -1.0206, -3.3090)  -0.199
C (-4.9418, 0.1541, -4.1444)  -0.041
C (-5.5230, -1.7676, -2.6984)  0.000
C (-5.2435, -2.9050, -1.9402)  -0.249
C (-6.3407, -3.6449, -1.2467)  -0.037
C (-3.9129, -3.3045, -1.8587)  -0.004
C (-2.8670, -2.5772, -2.4272)  -0.174
C (-1.4997, -3.1638, -2.2435)  -0.043
C (-1.0227, 1.1415, -6.9723)  -0.217
C (-1.0080, 2.4693, -6.2670)  -0.050
C (-1.4846, 1.1102, -8.2879)  0.000
H (-2.2862, 0.8631, -10.7745)  0.075
H (-1.1666, -0.4603, -11.1196)  0.089
H (-2.8033, -0.8122, -10.5614)  0.087
H (-1.0237, -2.1686, -8.9648)  0.132
H (0.5319, -2.4849, -5.6594)  0.049
H (-0.8802, -3.2543, -6.4408)  0.097
H (0.5932, -3.0019, -7.3606)  0.098
H (-0.1854, 1.0714, -4.5565)  0.095
H (1.9997, 0.5753, -5.5147)  0.099
H (1.8708, -0.0446, -3.8277)  0.083
H (1.7680, -1.1708, -5.2256)  0.070
H (-0.7437, -1.8413, -4.2481)  0.098
H (-0.1433, -0.8053, -2.9273)  0.117
H (-2.5384, 0.4178, -4.1417)  0.124
H (-6.0377, 0.2392, -4.1421)  0.088
H (-4.5753, 1.1047, -3.7275)  0.082
H (-4.6148, 0.0490, -5.1928)  0.103
H (-6.5668, -1.4492, -2.7629)  0.128
H (-5.9444, -4.5221, -0.7369)  0.079
H (-6.8768, -3.0256, -0.5188)  0.094
H (-7.0725, -4.0118, -1.9696)  0.093
H (-3.6929, -4.1936, -1.2559)  0.124
H (-1.5211, -3.9572, -1.4762)  0.089
H (-1.1346, -3.6383, -3.1726)  0.100
H (-0.7751, -2.4195, -1.8922)  0.075
H (-1.3833, 3.2447, -6.9439)  0.081
H (-1.6641, 2.4722, -5.3821)  0.075
H (0.0130, 2.7630, -5.9762)  0.093
H (-1.8354, 2.0246, -8.7527)  0.114

4.
The following is a quantum chemistry calculation of C31H31BrCl3N5O3OsSe as an isolated structure, from the OMol25 dataset.

Results
<S²>	6.021
ΔE to the lowest compared entry with this formula, charge and spin	0.00	kJ/mol
multiplicity	5
energy	-8145.6025	hartree
net charge	+2

Last column: Löwdin spin population.
Element x y z (Å)
Os (-0.2070, 1.3715, -1.6844)  2.386
C (6.1738, -0.5669, 0.2130)  0.010
C (5.0951, 0.1234, -0.5637)  0.053
C (4.3982, 1.2041, -0.0201)  0.004
C (3.3976, 1.8564, -0.7174)  0.041
C (2.7311, 3.0594, -0.1118)  0.019
C (3.0954, 1.3912, -2.0121)  0.112
Se (1.6836, 2.1221, -3.0374)  0.706
C (3.8151, 0.3400, -2.6200)  0.048
C (3.5267, -0.1353, -4.0153)  0.019
C (4.7926, -0.2823, -1.8620)  -0.001
H (6.2175, -0.2152, 1.2417)  0.000
H (7.1459, -0.3877, -0.2503)  0.004
H (6.0162, -1.6463, 0.2179)  0.002
H (4.6607, 1.5550, 0.9712)  0.000
H (3.1425, 3.2640, 0.8748)  0.001
H (1.6540, 2.9194, 0.0024)  0.008
H (2.8862, 3.9460, -0.7299)  0.004
H (2.5573, -0.6347, -4.0673)  0.004
H (4.2858, -0.8450, -4.3368)  0.001
H (3.5204, 0.6919, -4.7286)  0.007
H (5.3443, -1.1050, -2.3024)  0.000
C (-0.3342, -3.1536, 5.3545)  0.000
C (-1.1449, -2.6600, 4.1870)  0.000
C (-0.8778, -3.0925, 2.8904)  0.001
C (-1.6486, -2.6738, 1.8184)  0.000
C (-2.7186, -1.8061, 2.0219)  0.000
N (-3.4517, -1.4077, 0.8755)  0.001
C (-4.6613, -0.7797, 0.8573)  0.000
O (-5.3500, -0.5202, 1.8110)  0.000
N (-5.1064, -0.4493, -0.4521)  0.000
C (-4.3434, 0.0936, -1.4677)  0.004
C (-4.8146, 0.1608, -2.7821)  0.008
C (-4.0089, 0.6842, -3.7753)  0.003
C (-2.7310, 1.1130, -3.4678)  0.028
N (-2.2874, 1.0732, -2.2041)  0.100
C (-3.0757, 0.6103, -1.2263)  0.024
C (-3.0074, -1.3626, 3.3092)  0.000
C (-2.2179, -1.7930, 4.3678)  0.000
H (0.6791, -3.4200, 5.0521)  0.000
H (-0.7881, -4.0461, 5.7885)  0.000
H (-0.2750, -2.4055, 6.1453)  0.000
H (-0.0623, -3.7853, 2.7156)  0.000
H (-1.4326, -3.0388, 0.8208)  0.000
H (-3.0989, -1.7664, 0.0009)  0.000
H (-6.1045, -0.3006, -0.4853)  0.000
H (-5.8033, -0.2121, -3.0191)  0.000
H (-4.3560, 0.7348, -4.7973)  0.000
H (-2.0527, 1.4853, -4.2233)  0.008
H (-2.6665, 0.5994, -0.2284)  0.004
H (-3.8547, -0.7193, 3.4878)  0.000
H (-2.4644, -1.4563, 5.3685)  0.000
C (-1.4880, 5.6338, -0.3196)  0.006
C (-1.0757, 4.3007, -0.7137)  0.035
N (-0.7442, 3.2495, -1.0241)  0.020
H (-1.1645, 6.3507, -1.0739)  0.000
H (-1.0286, 5.8815, 0.6376)  0.003
H (-2.5728, 5.6652, -0.2216)  0.001
Cl (1.9615, -2.8487, -1.9655)  0.003
C (0.2945, -2.7782, -2.5847)  -0.002
Cl (0.2967, -2.6318, -4.3466)  0.002
Cl (-0.5876, -4.2005, -2.0865)  -0.001
C (-0.3495, -1.5039, -1.9921)  0.010
O (-1.2875, -1.5334, -1.2416)  0.032
O (0.2787, -0.4073, -2.3759)  0.101
Br (2.8798, -1.8487, 2.0200)  0.001
C (1.4454, -0.6625, 1.8216)  0.002
C (0.6928, -0.2479, 2.9107)  0.014
C (-0.3473, 0.6427, 2.6934)  0.003
C (-0.5980, 1.0856, 1.4131)  0.023
N (0.1254, 0.6684, 0.3609)  0.112
C (1.1342, -0.1983, 0.5608)  0.023
H (0.9182, -0.6098, 3.9045)  0.001
H (-0.9645, 0.9855, 3.5108)  0.000
H (-1.3918, 1.7930, 1.2122)  0.002
H (1.6999, -0.5174, -0.3049)  0.002

> Which of these has the lowest ΔE to the lowest compared entry with this formula, charge and spin?

C31H31BrCl3N5O3OsSe

> Which of these has the highest ΔE to the lowest compared entry with this formula, charge and spin?

C4H7IN

> Which of these has the lowest ΔE to the lowest compared entry with this formula, charge and spin?

C31H31BrCl3N5O3OsSe